{
  "formula": "C23H31N3O4",
  "method": "the ωB97M-V functional and the def2-TZVPD basis",
  "gap_ev": 8.73,
  "homo_energy_ha": -0.3244,
  "fmax_ev_per_a": 19.66,
  "de_lowest_kcal_mol": 505.3,
  "smiles": "C=CCN1C(=O)[C@H]2[C@H](C(=O)NC3CCCC3)[C@@H]3C=C[C@]2(O3)[C@@H]1C(=O)NC1CCCC1",
  "symbols": ["C", "C", "C", "N", "C", "O", "C", "C", "C", "O", "N", "C", "C", "C", "C", "C", "C", "C", "C", "C", "O", "C", "C", "O", "N", "C", "C", "C", "C", "C", "H", "H", "H", "H", "H", "H", "H", "H", "H", "H", "H", "H", "H", "H", "H", "H", "H", "H", "H", "H", "H", "H", "H", "H", "H", "H", "H", "H", "H", "H", "H"],
  "coordinates": [[-3.2947, -4.2619, 0.6736], [-3.3808, -2.8832, 1.0349], [-2.3025, -2.2375, 1.6493], [-1.5775, -1.1761, 0.7641], [-0.3902, -1.2135, -0.0327], [0.3553, -2.4364, 0.0073], [-0.0073, -0.2560, -0.7502], [-0.0580, -0.2956, -2.4519], [1.3363, 0.1473, -2.7943], [1.4279, 0.9368, -3.6160], [2.2581, -0.7445, -2.5686], [3.6358, -0.6234, -2.6773], [4.6239, -0.5097, -1.3444], [5.7605, -1.3692, -1.3705], [5.0634, -2.6735, -2.3054], [4.2270, -1.8841, -3.4260], [-1.1513, 0.4293, -2.8082], [-1.0050, 1.9360, -2.3354], [-1.3723, 1.9747, -1.1724], [-1.6158, 0.5364, -0.7228], [-2.1963, 0.0864, -1.7649], [-2.1119, 0.1353, 0.5578], [-2.1460, 0.9036, 1.6803], [-2.8606, 2.0480, 1.8511], [-0.7663, 0.6261, 2.5193], [-0.3544, 1.4632, 3.4061], [-0.1524, 3.0831, 3.3294], [0.0988, 3.8206, 4.5575], [-0.8402, 2.9651, 5.6105], [-1.2661, 1.5570, 4.5926], [-4.1248, -4.8421, 0.3878], [-2.4550, -4.7216, 0.8039], [-4.2278, -2.3760, 0.7099], [-1.2989, -2.8976, 1.7518], [-2.3864, -1.8506, 2.4919], [0.5755, 0.4641, -0.4825], [-0.3687, -1.4345, -2.6925], [2.1195, -1.3257, -1.8101], [3.7364, 0.4509, -3.3759], [3.8050, -0.6364, -0.4850], [5.0166, 0.7137, -1.1649], [6.5893, -1.0410, -1.9667], [5.8222, -1.7676, -0.5123], [4.3521, -3.0839, -1.8228], [5.8465, -3.4268, -2.7808], [5.0401, -1.6183, -4.1448], [3.3104, -2.2815, -4.0981], [-1.5988, 0.1390, -3.7365], [-0.6965, 2.7156, -2.9065], [-1.2024, 2.9077, -0.5007], [-3.2195, -0.0400, 0.3980], [-0.2839, 0.0048, 2.0809], [0.4143, 1.3302, 3.8349], [-1.0175, 3.2143, 2.6893], [0.7345, 3.3018, 2.4488], [1.0071, 3.7353, 4.6794], [-0.4196, 4.9079, 4.6544], [-0.2510, 2.7139, 6.5233], [-1.8655, 3.4830, 5.7754], [-2.3958, 1.8179, 4.2811], [-1.3324, 0.7763, 5.2371]]
}

---

{
  "formula": "C23H31N3P2STb",
  "method": "the ωB97M-V functional and the def2-TZVPD basis",
  "gap_ev": [3.81, 6.33],
  "total_charge": 1,
  "s2": 12.7397,
  "homo_energy_ha": [-0.2674, -0.3598],
  "fmax_ev_per_a": 4.72,
  "spin_multiplicity": 7,
  "symbols": ["C", "C", "C", "C", "C", "C", "C", "C", "C", "C", "C", "C", "C", "H", "H", "H", "H", "H", "H", "H", "N", "Tb", "C", "H", "H", "C", "H", "H", "P", "P", "C", "H", "H", "H", "C", "H", "H", "H", "C", "H", "H", "H", "C", "H", "H", "H", "H", "H", "C", "N", "C", "C", "N", "C", "S", "H", "H", "H", "H", "H", "H"],
  "coordinates": [[2.9792, 2.9298, -2.6024], [1.6381, 2.6216, -2.4122], [1.1404, 1.4304, -3.0491], [2.0856, 0.3436, -3.1900], [3.4681, 0.6213, -3.1370], [3.8712, 1.9279, -2.9988], [1.5858, -0.9263, -3.4415], [0.2198, -1.1108, -3.5909], [-0.6380, 0.0482, -3.4380], [-2.0390, -0.2032, -3.2439], [-2.5725, -1.3494, -3.8086], [-1.7229, -2.3986, -4.1945], [-0.3692, -2.3570, -3.9187], [3.3343, 3.9491, -2.4564], [4.1847, -0.1943, -3.2690], [4.8926, 2.2086, -3.2179], [2.1345, -1.7703, -3.0240], [-3.6545, -1.4542, -3.9032], [-2.1559, -3.2710, -4.6840], [0.2827, -3.2164, -4.0697], [-0.1605, 1.3071, -3.3981], [0.8241, -0.5280, 0.9359], [0.8031, 3.3143, -1.3983], [-0.2502, 3.3225, -1.6962], [1.1531, 4.3136, -1.0936], [-2.7875, 0.6287, -2.2354], [-2.5303, 1.6829, -2.3416], [-3.8849, 0.5413, -2.2955], [0.8234, 2.2266, 0.1802], [-2.2147, 0.0560, -0.5857], [-3.0082, -1.5234, -0.3035], [-2.7255, -1.8891, 0.6919], [-4.0990, -1.4225, -0.3972], [-2.6604, -2.2422, -1.0520], [-2.7366, 1.2020, 0.6714], [-3.8124, 1.0760, 0.8573], [-2.2200, 0.9935, 1.6195], [-2.5368, 2.2395, 0.3761], [2.5811, 2.4468, 0.6966], [2.7924, 3.5282, 0.7303], [2.7763, 2.0007, 1.6876], [3.2545, 1.9649, -0.0234], [0.0403, 3.3537, 1.3578], [0.0035, 2.9249, 2.3609], [0.5876, 4.2999, 1.3832], [-0.9893, 3.5535, 1.0594], [1.1558, -0.9222, -0.6795], [-0.7702, -0.3233, -0.6269], [-1.8777, -0.3090, 4.6495], [-0.5158, -0.0142, 4.2206], [0.2916, 0.9945, 4.7067], [1.4754, 0.9697, 4.0607], [1.3933, -0.1317, 3.2098], [0.1179, -0.7322, 3.2849], [-0.5056, -2.1376, 2.5065], [-2.6168, 0.0517, 3.9214], [-1.9897, -1.3916, 4.7554], [-2.0282, 0.2041, 5.6002], [-0.0544, 1.6016, 5.5192], [2.4000, 1.5115, 4.1530], [2.2252, -0.5723, 2.7844]]
}

---

{
  "formula": "C23H31N4O3Si2W",
  "method": "the ωB97M-V functional and the def2-TZVPD basis",
  "gap_ev": 6.60,
  "total_charge": 3,
  "homo_energy_ha": -0.6327,
  "fmax_ev_per_a": 1.66,
  "de_lowest_kcal_mol": 28.0,
  "symbols": ["W", "C", "C", "O", "C", "C", "C", "C", "C", "C", "O", "H", "H", "H", "H", "H", "H", "H", "C", "Si", "C", "C", "C", "C", "C", "C", "C", "Si", "C", "C", "H", "H", "H", "H", "H", "H", "H", "H", "H", "H", "H", "H", "H", "H", "H", "H", "N", "C", "H", "C", "N", "C", "C", "O", "N", "C", "N", "H", "H", "H", "H", "H", "H", "H"],
  "coordinates": [[-0.3770, 0.2172, -0.2655], [-0.3498, -4.1320, -0.5259], [0.2321, -2.7667, -0.4147], [-0.5371, -1.8113, -0.7010], [1.6267, -2.5614, -0.0516], [2.4580, -3.6675, 0.1875], [3.8065, -3.4967, 0.4393], [4.3581, -2.2199, 0.4416], [3.5692, -1.0992, 0.2083], [2.2242, -1.2869, -0.0199], [1.4360, -0.1983, -0.2759], [-1.3898, -4.0652, -0.8297], [-0.2820, -4.6418, 0.4378], [0.2076, -4.7333, -1.2466], [2.0487, -4.6675, 0.1663], [4.4329, -4.3592, 0.6185], [5.4179, -2.0932, 0.6203], [3.9876, -0.1026, 0.1970], [-2.3654, 3.4657, -0.4907], [-1.6286, 2.1346, -1.5166], [-2.4373, 0.2231, 0.2098], [-2.1325, 2.0674, -3.2180], [-2.9757, 2.9965, -3.8547], [-3.3659, 2.7664, -5.1597], [-2.9299, 1.6180, -5.8170], [-2.0978, 0.6921, -5.1909], [-1.6781, 0.9161, -3.8852], [-0.4340, -0.1657, -3.0215], [1.2962, 0.4656, -3.2701], [-0.6434, -1.9289, -3.5136], [-3.4526, 3.3336, -0.5321], [-2.1472, 4.4300, -0.9616], [-2.0659, 3.4989, 0.5506], [-2.6105, 0.9366, 1.0280], [-2.6678, -0.7719, 0.5991], [-3.1529, 0.4302, -0.5996], [-3.3318, 3.8774, -3.3349], [-4.0152, 3.4652, -5.6688], [-3.2462, 1.4413, -6.8372], [-1.7890, -0.1852, -5.7448], [2.0535, -0.2206, -2.8921], [1.4916, 1.4621, -2.8708], [1.4027, 0.5374, -4.3595], [0.1875, -2.5545, -3.1883], [-0.6348, -1.9418, -4.6087], [-1.5860, -2.3647, -3.1859], [0.5392, 3.0206, 1.3336], [0.2197, 2.0636, 0.7879], [0.8478, 3.8212, 1.8612], [0.9621, -1.4008, 6.2668], [0.8202, -0.9750, 4.8765], [-0.1835, -1.4442, 3.9399], [0.2007, -0.6423, 2.7216], [-0.4242, -0.8036, 1.6227], [1.2203, 0.1512, 2.9419], [1.5693, -0.0755, 4.2562], [2.5738, 0.5705, 4.8193], [0.3002, -2.2444, 6.4397], [0.6884, -0.5962, 6.9489], [1.9835, -1.7298, 6.4579], [-1.1997, -1.2103, 4.2650], [-0.1105, -2.5181, 3.7570], [3.1329, 1.1908, 4.2583], [2.8545, 0.4051, 5.7725]]
}

---

{
  "formula": "C23H31N5O3S",
  "method": "the ωB97M-V functional and the def2-TZVPD basis",
  "gap_ev": 9.00,
  "homo_energy_ha": -0.3214,
  "fmax_ev_per_a": 2.24,
  "de_lowest_kcal_mol": 84.7,
  "smiles": "Cn1nnc2ccc(Cc3cccc(CO)c3)cc21.CNC(=O)[C@H](CCSC)NC(C)=O",
  "symbols": ["C", "N", "N", "N", "C", "C", "C", "C", "C", "C", "C", "C", "C", "C", "C", "O", "C", "C", "C", "H", "H", "H", "H", "H", "H", "H", "H", "H", "H", "H", "H", "H", "H", "H", "C", "N", "C", "O", "C", "C", "C", "S", "C", "N", "C", "C", "O", "H", "H", "H", "H", "H", "H", "H", "H", "H", "H", "H", "H", "H", "H", "H", "H"],
  "coordinates": [[-0.5385, 5.4895, 2.0717], [-0.0836, 4.7730, 3.2663], [1.0565, 5.0657, 3.9528], [1.1504, 4.2698, 4.9655], [0.0516, 3.4300, 4.9532], [-0.2980, 2.4077, 5.8338], [-1.4706, 1.6762, 5.6009], [-2.2830, 1.9611, 4.4871], [-3.4899, 1.1077, 4.1848], [-3.0398, -0.0837, 3.3758], [-3.1712, -0.0953, 1.9806], [-2.6844, -1.1733, 1.2355], [-2.0509, -2.2415, 1.8773], [-1.9189, -2.2503, 3.2718], [-1.2070, -3.3774, 3.9667], [0.1944, -3.1271, 3.8820], [-2.4235, -1.1719, 4.0105], [-1.9178, 3.0080, 3.6244], [-0.7462, 3.7307, 3.8749], [0.2393, 6.1759, 1.7241], [-1.4382, 6.0671, 2.3016], [-0.7601, 4.7824, 1.2671], [0.3444, 2.1902, 6.6811], [-1.7367, 0.8734, 6.2803], [-3.9615, 0.7746, 5.1149], [-4.2358, 1.6867, 3.6312], [-3.6380, 0.7404, 1.4690], [-2.7853, -1.1756, 0.1549], [-1.6496, -3.0616, 1.2880], [-1.5163, -3.4328, 5.0156], [-1.4501, -4.3360, 3.4969], [0.3576, -2.1702, 3.9508], [-2.3115, -1.1672, 5.0899], [-2.5242, 3.2417, 2.7561], [1.5622, 0.2860, -6.5978], [2.7183, 0.8214, -5.8750], [3.3043, 0.3376, -4.7734], [4.2816, 0.9187, -4.3272], [2.7414, -0.9220, -4.0829], [1.5300, -0.5623, -3.2047], [0.7109, -1.8026, -2.8306], [-0.8681, -1.4643, -2.0065], [-1.8683, -0.8317, -3.3812], [3.7573, -1.6120, -3.2692], [4.0674, -2.9083, -3.2521], [3.3832, -3.8675, -4.2065], [4.9107, -3.3340, -2.4804], [1.4057, 0.8596, -7.5137], [0.6608, 0.3626, -5.9878], [1.7325, -0.7567, -6.8714], [3.1573, 1.6532, -6.2431], [2.3991, -1.5844, -4.8747], [1.8694, -0.0601, -2.2969], [0.8852, 0.1266, -3.7468], [1.3128, -2.4206, -2.1625], [0.5031, -2.3792, -3.7318], [-2.8714, -0.6049, -3.0195], [-1.9342, -1.5822, -4.1692], [-1.4212, 0.0796, -3.7771], [4.3193, -1.0308, -2.6638], [2.3125, -3.8725, -4.0247], [3.7782, -4.8679, -4.0365], [3.5964, -3.5691, -5.2302]]
}